Here is C34H27CdN7S as an isolated structure at a distorted geometry from the Open Molecules 2025 dataset. Energies are from ωB97M-V with the def2-TZVPD basis set.

```
! wB97M-V def2-TZVPD RIJCOSX def2/J DEFGRID3
* xyz 0 1
Cd -0.24 0.06 0.67
S -0.23 1.09 -6.95
N 0.01 3.48 -5.98
N -2.50 1.01 1.05
N 0.43 -2.15 -0.14
N -0.79 0.87 -1.69
N -2.87 -1.21 1.81
N -1.73 -1.54 1.27
N 0.05 0.71 3.16
C 2.55 -1.87 -1.27
C -1.19 -2.74 1.49
C 1.18 1.42 3.26
C -5.20 1.54 1.53
C 2.57 1.22 -0.20
C 4.34 1.85 1.29
C -0.87 0.82 4.11
C -4.68 0.29 1.76
C -0.85 0.46 -4.04
C -0.73 1.63 5.22
C 1.46 -2.96 -3.57
C -0.22 2.18 -5.71
C -0.38 2.11 -1.95
C 0.73 -2.95 -2.40
C -4.34 2.54 1.08
C 3.47 1.71 2.35
C -0.07 -5.29 1.63
C -1.69 -3.70 2.40
C -0.43 1.76 -4.32
C 3.28 -1.90 -2.44
C 0.45 -4.41 0.74
C 2.74 -2.42 -3.60
C -0.19 2.60 -3.23
C -3.32 0.04 1.51
C 1.25 -2.38 -1.23
C -3.01 2.21 0.85
C -1.15 -4.94 2.48
C 3.87 1.65 0.00
C 0.45 2.35 5.36
C 1.41 2.24 4.37
C 1.66 1.07 0.85
C -0.06 -3.08 0.64
C -1.02 0.07 -2.72
C 2.13 1.37 2.14
H 3.31 -2.43 -4.52
H -6.24 1.75 1.70
H -0.01 4.19 -5.27
H -1.77 0.22 3.97
H 0.18 3.74 -6.93
H 2.25 1.01 -1.22
H 3.85 1.84 3.36
H 1.03 -3.37 -4.47
H 4.28 -1.49 -2.46
H -4.70 3.55 0.91
H -5.29 -0.53 2.10
H 0.61 2.99 6.22
H -1.35 -0.93 -2.48
H -1.54 -5.68 3.17
H 0.35 -6.29 1.71
H -0.18 2.73 -1.09
H 5.37 2.12 1.46
H -2.32 2.97 0.50
H 2.32 2.81 4.45
H -1.52 1.71 5.95
H -2.53 -3.41 3.03
H 0.14 3.62 -3.35
H 2.97 -1.45 -0.37
H 1.29 -4.67 0.11
H 4.54 1.79 -0.84
H -1.04 -0.23 -4.85
H -0.27 -3.37 -2.38
*
```

**LUMO energy (spin up / spin down)**: -0.9 / -0.9 eV
**Kohn-Sham gap (spin up / spin down)**: 5.929 / 5.922 eV
**HOMO level (spin up / spin down)**: -6.792 / -6.788 eV



Here is a 2-piece molecular cluster, C6H14N2 overall from the Open Molecules 2025 dataset. Energies are from ωB97M-V with the def2-TZVPD basis set.

```
! wB97M-V def2-TZVPD RIJCOSX def2/J DEFGRID3
* xyz 0 1
N 1.05 2.21 -1.01
N 0.42 0.24 -2.20
C -1.74 -0.97 1.00
C 1.27 1.04 -1.44
C 0.48 -0.21 1.79
C -0.48 -1.24 1.28
C -0.24 2.81 -1.35
C 0.10 -2.61 1.06
H -0.62 -3.28 0.58
H -0.30 2.96 -2.43
H -2.37 -1.75 0.59
H 1.02 -2.56 0.48
H 0.38 -3.05 2.02
H 1.27 -0.07 1.05
H -2.17 0.01 1.19
H 0.60 -0.75 -2.09
H -0.29 3.77 -0.83
H -0.56 0.45 -2.07
H 1.01 -0.56 2.68
H 2.26 0.62 -1.27
H -1.09 2.20 -1.04
H 0.01 0.75 2.00
*
```

**SMILES**: C/N=C\N.C=C(C)C
**LUMO energy**: 0.8 eV
**Relative energy (zero: lowest compared OMol25 entry of this formula, charge and spin)**: 104.5 kJ/mol
**Kohn-Sham gap**: 9.955 eV
**HOMO level**: -9.145 eV